[1]
{"formula": "C52H44FHgN2O5P2S", "method": "ωB97M-V/def2-TZVPD", "elements": ["Hg", "O", "S", "C", "C", "C", "C", "C", "C", "P", "C", "C", "C", "C", "C", "C", "C", "C", "C", "C", "C", "C", "C", "C", "C", "C", "C", "C", "P", "C", "C", "C", "C", "C", "C", "C", "C", "C", "C", "C", "C", "H", "H", "H", "H", "H", "H", "H", "H", "H", "H", "H", "H", "H", "H", "H", "H", "H", "H", "H", "H", "H", "H", "H", "H", "H", "H", "H", "H", "C", "C", "C", "C", "C", "C", "C", "F", "C", "C", "C", "O", "C", "C", "N", "C", "C", "O", "O", "H", "H", "H", "H", "H", "H", "H", "H", "H", "H", "H", "C", "C", "N", "O", "H", "H", "H", "H", "H"], "coordinates": [[0.98594, -0.70471, -0.12541], [-2.56737, 2.52195, 0.00052], [-1.73017, 1.98773, -1.11257], [-1.72706, 0.18303, -0.91473], [-2.85860, -0.26412, -0.20485], [-3.23480, -1.56687, -0.17087], [-2.39647, -2.61685, -0.79637], [-1.26178, -2.17573, -1.74970], [-0.85948, -0.70558, -1.64945], [-0.00846, 0.04970, -3.09464], [-1.01476, -0.52475, -4.52150], [-0.42291, -0.60664, -5.78486], [-1.17786, -0.94142, -6.89897], [-2.53962, -1.18430, -6.77004], [-3.14516, -1.05862, -5.52887], [-2.39141, -0.71567, -4.41362], [1.51434, -0.96423, -3.29865], [2.69948, -0.38858, -2.83467], [3.89400, -1.09611, -2.87227], [3.91789, -2.38084, -3.39753], [2.75066, -2.94706, -3.89089], [1.55551, -2.24332, -3.84185], [-0.07610, 2.69082, -0.74172], [0.50788, 3.36714, -1.80841], [1.57364, 4.22132, -1.59744], [2.01510, 4.44982, -0.30160], [1.40965, 3.80494, 0.76278], [0.36329, 2.89835, 0.57447], [-0.45408, 2.01977, 1.99940], [0.98810, 1.59640, 3.08193], [2.32973, 1.53238, 2.71884], [3.30194, 1.15035, 3.63980], [2.94386, 0.78722, 4.92706], [1.60130, 0.79724, 5.28886], [0.63998, 1.20096, 4.37909], [-1.05734, 3.51907, 2.92051], [-2.39636, 3.88555, 2.78452], [-2.89600, 5.00425, 3.43816], [-2.07129, 5.76934, 4.24857], [-0.74010, 5.40642, 4.40200], [-0.23740, 4.29253, 3.74530], [-3.44676, 0.48985, 0.30469], [-4.13173, -1.87752, 0.35073], [-3.00828, -3.40191, -1.23772], [-1.43981, -2.44330, -2.78984], [0.63796, -0.41138, -5.88959], [-0.70492, -1.01296, -7.87106], [-3.12874, -1.45577, -7.63719], [-4.21085, -1.22766, -5.42939], [-2.87693, -0.59359, -3.45045], [2.68872, 0.63555, -2.47396], [4.80190, -0.64205, -2.49428], [4.84501, -2.94144, -3.42619], [2.76948, -3.94676, -4.30958], [0.64821, -2.69386, -4.22691], [0.10352, 3.23611, -2.80313], [2.03752, 4.72966, -2.43386], [2.82122, 5.15061, -0.11820], [1.74413, 4.02130, 1.76784], [2.64440, 1.77848, 1.71418], [4.34185, 1.13893, 3.33525], [3.70434, 0.50603, 5.64590], [1.29909, 0.47785, 6.27940], [-0.40407, 1.21061, 4.67404], [-3.04066, 3.29430, 2.14930], [-3.93625, 5.28018, 3.31122], [-2.46044, 6.64020, 4.76118], [-0.08785, 5.99489, 5.03696], [0.79982, 4.02381, 3.89844], [2.76210, -4.40518, 6.36188], [3.73952, -4.55830, 5.21069], [4.02490, -6.02270, 4.89530], [5.17198, -6.11254, 3.89613], [4.90919, -5.21832, 2.70718], [5.53564, -5.45450, 1.50093], [5.25712, -4.65652, 0.39729], [5.86846, -4.94479, -0.76867], [4.38402, -3.60932, 0.46221], [3.73876, -3.35550, 1.67536], [2.76841, -2.26309, 1.74423], [2.86128, -1.33665, 0.90834], [1.83378, -2.35953, 2.82843], [2.19206, -3.12040, 3.90596], [3.28393, -3.90435, 3.96804], [3.98910, -4.15765, 2.79434], [0.40562, -1.82337, 2.87563], [-0.21004, -1.94664, 3.92908], [-0.09941, -1.39317, 1.77335], [3.15788, -4.94497, 7.22080], [1.78606, -4.82644, 6.11387], [2.63088, -3.36141, 6.64895], [4.68470, -4.07735, 5.48535], [3.12262, -6.46803, 4.46613], [4.26849, -6.55912, 5.81220], [5.30502, -7.14007, 3.55658], [6.10445, -5.81318, 4.38358], [6.24077, -6.27165, 1.40138], [4.15564, -2.99754, -0.40178], [1.54111, -3.07999, 4.76670], [-0.36842, -4.60352, -1.76730], [-0.27925, -3.24782, -1.08344], [-1.42375, -3.27672, 0.15033], [0.88623, -2.91888, -0.66832], [-1.39318, -4.87910, -2.03192], [0.07256, -5.36309, -1.12119], [0.22730, -4.54982, -2.67869], [-1.70152, -4.14605, 0.59404], [-1.09325, -2.60210, 0.86720]], "lumo_energy_ha": [-0.005, -0.024], "relative_energy_kj_mol": 275.60, "s2": 0.78, "multiplicity": 2, "total_charge": 0, "gap_ev": [6.13, 6.97]}


[2]
{"formula": "C52H45AsN6O6S8W", "method": "ωB97M-V/def2-TZVPD", "elements": ["W", "C", "O", "C", "C", "C", "C", "C", "C", "N", "N", "C", "O", "C", "C", "C", "C", "C", "C", "C", "O", "H", "H", "H", "H", "H", "H", "H", "H", "H", "H", "H", "H", "S", "As", "S", "S", "S", "N", "S", "N", "S", "N", "S", "N", "C", "C", "C", "C", "C", "C", "C", "C", "C", "C", "C", "C", "C", "C", "C", "C", "C", "C", "C", "C", "C", "C", "C", "C", "C", "C", "C", "C", "C", "C", "C", "C", "C", "C", "C", "C", "H", "H", "H", "H", "H", "H", "H", "H", "H", "H", "H", "H", "H", "H", "H", "H", "H", "H", "H", "H", "H", "H", "H", "H", "H", "H", "H", "H", "H", "H", "C", "S", "O", "O", "O", "H", "H", "H"], "coordinates": [[-0.74984, -1.05455, -1.66064], [-5.24210, -0.20049, -2.80807], [-5.25789, -1.55728, -2.39217], [-4.51698, -2.42966, -3.11318], [-5.21467, -3.52005, -3.65561], [-4.54970, -4.62270, -4.19845], [-3.19060, -4.61725, -4.27245], [-2.47799, -3.52266, -3.79836], [-1.04871, -3.63167, -3.85418], [-0.27277, -2.92002, -3.12274], [1.07947, -3.21655, -3.32186], [1.73528, -2.52135, -2.45365], [1.13759, -1.74013, -1.59047], [3.19363, -2.45374, -2.59511], [3.76960, -1.23065, -2.95437], [5.13416, -1.15037, -3.15923], [5.91675, -2.28219, -3.01058], [5.34341, -3.48344, -2.63386], [3.97870, -3.57256, -2.45546], [-3.10522, -2.43542, -3.16785], [-2.45450, -1.43478, -2.55513], [-6.13270, 0.25381, -2.40336], [-5.28468, -0.14714, -3.90730], [-4.34847, 0.30211, -2.45196], [-6.27625, -3.49725, -3.55778], [-5.11870, -5.48007, -4.54374], [-2.66188, -5.47103, -4.66030], [-0.56743, -4.38860, -4.48272], [3.13755, -0.37682, -3.07887], [5.58299, -0.21063, -3.44596], [6.97446, -2.21748, -3.16892], [5.97629, -4.36011, -2.53809], [3.52525, -4.52746, -2.19254], [-3.15561, 1.33741, -4.84874], [-1.42758, 1.88984, -3.62316], [-0.21139, -0.10718, -3.75221], [-1.94523, 1.04289, -1.56095], [0.05069, 3.42376, -3.17255], [0.72445, 0.57716, -1.15341], [1.88438, 0.84543, -0.35270], [1.81482, 1.73473, 1.01766], [0.70841, 2.17153, 1.94712], [-0.31990, 1.22440, 2.59424], [-1.30488, 0.17864, 1.84797], [-0.88226, -0.49958, 0.64384], [-1.49550, -0.88397, 3.29002], [-0.34222, -1.52043, 3.74194], [-0.43343, -2.34133, 4.85693], [-1.65822, -2.48961, 5.50018], [-2.80346, -1.87071, 5.01959], [-2.72288, -1.04790, 3.90739], [-2.83139, 1.12619, 1.83245], [-2.93126, 2.32673, 2.50834], [-4.13158, 3.02983, 2.47607], [-5.22755, 2.50655, 1.78782], [-5.09713, 1.28338, 1.12589], [-3.90128, 0.59556, 1.15422], [-0.08000, 3.64256, 1.39041], [-0.50578, 4.56289, 2.34319], [-1.14918, 5.68794, 1.88888], [-1.35565, 5.85397, 0.51397], [-0.92156, 4.90772, -0.40745], [-0.26076, 3.78607, 0.02454], [1.63301, 2.69364, 3.34482], [1.42470, 2.11237, 4.56831], [2.25982, 2.46730, 5.60386], [3.27422, 3.38660, 5.36955], [3.47756, 3.97035, 4.11711], [2.64316, 3.61022, 3.09518], [2.80947, -0.53425, 0.29825], [2.08783, -1.52681, 0.93970], [2.72806, -2.64947, 1.42405], [4.09120, -2.77924, 1.19866], [4.81723, -1.78096, 0.55832], [4.17713, -0.63835, 0.11372], [3.03657, 1.88825, -1.19995], [2.69069, 2.02925, -2.51715], [3.40984, 2.91463, -3.30370], [4.48588, 3.57382, -2.77453], [4.89299, 3.36318, -1.44045], [4.12096, 2.55650, -0.61080], [0.60534, -1.37720, 3.23404], [0.44833, -2.85141, 5.22892], [-1.72592, -3.10831, 6.39464], [-3.76053, -1.97993, 5.50503], [-3.59660, -0.56535, 3.51267], [-2.08385, 2.69136, 3.08044], [-4.20340, 3.96751, 2.98924], [-6.15203, 3.05896, 1.74916], [-5.90099, 0.83297, 0.57193], [-3.78148, -0.33297, 0.62355], [-0.35223, 4.36571, 3.39788], [-1.50278, 6.42387, 2.58701], [-1.84883, 6.74515, 0.16392], [-1.08390, 5.07312, -1.46229], [0.05352, 3.04764, -0.70613], [0.60312, 1.41742, 4.68485], [2.14085, 2.04279, 6.57832], [3.92881, 3.64235, 6.17584], [4.28771, 4.68433, 3.98102], [2.75458, 4.01319, 2.10544], [1.00556, -1.45279, 1.00109], [2.14580, -3.42568, 1.89318], [4.59006, -3.66736, 1.55169], [5.87668, -1.87804, 0.36744], [4.73284, 0.11486, -0.42287], [1.87982, 1.45956, -2.95178], [3.04987, 3.10478, -4.30136], [5.07005, 4.25948, -3.39520], [5.76543, 3.90488, -1.05968], [4.36201, 2.39144, 0.43078], [-3.04297, -4.58215, -0.53729], [-2.38015, -3.11303, 0.15427], [-2.13118, -3.37927, 1.52356], [-1.08184, -2.83734, -0.59795], [-3.29562, -2.03773, -0.11065], [-2.74232, -5.42565, 0.05812], [-2.67097, -4.67939, -1.56143], [-4.12422, -4.46107, -0.55890]], "lumo_energy_ha": -0.057, "relative_energy_kj_mol": 80.04, "total_charge": 0, "gap_ev": 5.65}